(1)
A structure of composition C14H35BGaNO8PS2 in a non-equilibrium geometry, computed with the ωB97M-V functional and the def2-TZVPD basis.

Each line ends with the Löwdin charge.
Element x y z (Å)
1 C -3.23339 3.46446 0.61888  -0.13
2 C -4.04403 2.14597 0.07982  -0.26
3 O -4.79194 1.40539 1.10636  -0.22
4 C -4.02088 1.21884 2.34390  -0.17
5 C -2.56193 0.45325 2.11900  -0.19
6 O -2.68268 -0.91314 1.59031  -0.27
7 C -2.32071 -1.00528 0.16908  -0.34
8 Ga -1.32408 -2.78352 -0.33042  0.27
9 B 0.27130 -2.18173 -1.56768  -0.53
10 C -0.00419 -2.04653 -3.20240  -0.12
11 O 1.62269 -1.83638 -1.08336  -0.09
12 P -2.78768 -4.01705 -1.73499  0.60
13 N -1.82809 -5.00911 -2.91985  -0.32
14 O -3.62424 -2.86528 -2.74039  -0.48
15 H -3.72654 3.97758 1.55885  0.08
16 H -3.19853 4.22916 -0.29688  0.08
17 H -2.09888 3.16725 0.80963  0.08
18 H -4.85925 2.55169 -0.69209  0.13
19 H -3.29707 1.50579 -0.55368  0.10
20 H -3.92295 2.20138 3.00690  0.12
21 H -4.65703 0.46613 3.01781  0.14
22 H -2.10817 0.34105 3.21789  0.10
23 H -1.78318 1.13391 1.54035  0.12
24 H -3.34507 -1.02880 -0.43490  0.06
25 H -1.71358 -0.09960 -0.25421  0.06
26 H -0.84544 -3.60915 0.95490  -0.09
27 H -0.94251 -1.32700 -3.34669  0.07
28 H -0.23773 -3.06432 -3.73097  0.06
29 H 0.92153 -1.48272 -3.65364  0.03
30 H 2.07094 -2.60061 -0.61492  0.09
31 H -1.62224 -5.91376 -2.43479  0.00
32 H -2.55754 -5.24119 -3.65876  0.01
33 H -3.52675 -1.92312 -2.41406  0.01
34 C 1.78340 0.27836 6.85873  -0.23
35 C 0.68888 0.97636 7.66459  -0.23
36 C 0.10117 2.07684 6.78276  -0.23
37 S 0.32199 1.53566 5.09456  0.69
38 O 1.24639 2.43681 4.43916  -0.32
39 O -0.96958 1.20234 4.52782  -0.34
40 C 1.18506 0.02572 5.48289  -0.23
41 H 2.10631 -0.65265 7.33367  0.12
42 H 2.65647 0.93635 6.77364  0.12
43 H -0.09356 0.25179 7.92095  0.12
44 H 1.07611 1.38661 8.60249  0.11
45 H -0.96349 2.22506 6.98037  0.11
46 H 0.63855 3.02072 6.90913  0.10
47 H 1.93643 -0.18229 4.71924  0.11
48 H 0.44781 -0.78198 5.51636  0.12
49 C 4.79473 1.38645 -5.83144  -0.24
50 C 4.59394 0.88112 -4.40353  -0.22
51 C 3.28275 0.09753 -4.37445  -0.23
52 S 3.05149 -0.55088 -6.02300  0.66
53 O 1.88212 0.07446 -6.60409  -0.32
54 O 3.23102 -1.98882 -5.99940  -0.33
55 C 4.50403 0.19707 -6.73456  -0.25
56 H 5.80662 1.77164 -5.98741  0.11
57 H 4.08706 2.19786 -6.03939  0.12
58 H 5.42512 0.21966 -4.13049  0.12
59 H 4.57844 1.70361 -3.68160  0.12
60 H 3.32418 -0.72963 -3.66129  0.10
61 H 2.43365 0.74660 -4.14335  0.11
62 H 4.30893 0.48140 -7.76997  0.11
63 H 5.31384 -0.53737 -6.69141  0.11

Charge ... -1
E_HOMO ... -2.69 eV
Frontier orbital gap ... 4.68 eV

(2)
A structure of composition C14H35BeN3O9 in a non-equilibrium geometry, computed with the ωB97M-V functional and the def2-TZVPD basis.

Each line ends with the Löwdin spin population.
Element x y z (Å)
1 Be -0.30884 -0.39520 -0.35628  0.39
2 O -2.19264 -4.39555 1.04045  0.00
3 C -1.73964 -3.67110 0.02779  0.00
4 O -1.43513 -4.28345 -1.02364  0.00
5 O -1.54591 -2.49057 0.20221  0.05
6 H -2.38209 -3.72750 1.70332  0.00
7 O 1.78505 -1.26755 -4.29260  0.00
8 C 0.69995 -1.84144 -3.82711  0.00
9 O 0.33920 -1.43896 -2.73721  0.06
10 O 0.17608 -2.72519 -4.40030  0.00
11 H 1.79906 -0.72054 -3.50383  0.00
12 C 4.28351 1.25528 -0.21521  0.00
13 C 2.83162 0.83998 0.08818  0.01
14 C 2.09398 2.08847 0.22180  0.01
15 O 0.66860 1.76382 0.52961  0.09
16 C -0.04266 3.02027 0.70905  0.01
17 N 2.38051 -0.02127 -0.95479  0.06
18 H 4.96852 0.40798 -0.18452  0.00
19 H 4.67758 2.08672 0.36919  0.00
20 H 4.25092 1.57531 -1.25666  0.00
21 H 2.72894 0.38051 1.07126  0.00
22 H 2.18460 2.73693 -0.64963  0.00
23 H 2.48422 2.69522 1.03891  0.00
24 H -1.10400 2.93167 0.47705  0.00
25 H 0.40613 3.84500 0.15541  0.00
26 H 0.03293 3.33147 1.75094  0.00
27 H 2.98790 -0.82230 -0.85719  0.00
28 H 2.75252 0.33968 -1.82163  0.00
29 C 0.18848 -0.37302 4.55040  0.00
30 C 0.52707 -0.42016 3.03557  0.01
31 C 1.06228 -1.75857 2.55220  0.00
32 O 1.41382 -1.86442 1.18022  0.05
33 C 1.96743 -3.16066 1.03977  0.00
34 N -0.68941 -0.08575 2.29221  0.05
35 H -0.36166 -1.29162 4.75441  0.00
36 H -0.52455 0.40583 4.82072  0.00
37 H 1.03503 -0.44916 5.23279  0.00
38 H 1.09973 0.48604 2.83825  0.00
39 H 0.26957 -2.47598 2.76437  0.00
40 H 1.91942 -1.91396 3.20738  0.00
41 H 2.50379 -3.17839 0.09104  0.00
42 H 1.27509 -3.99711 1.13531  0.00
43 H 2.84642 -3.15120 1.68428  0.00
44 H -0.95497 0.85789 2.53536  0.00
45 H -1.46174 -0.62264 2.66011  0.00
46 C -4.77375 1.00491 -1.11600  0.00
47 C -3.34312 0.53762 -1.47196  0.01
48 C -2.49744 1.64641 -2.19058  0.00
49 O -1.14386 1.47587 -2.03152  0.06
50 C -0.39700 2.16522 -3.02577  0.01
51 N -2.72993 0.19962 -0.20111  0.06
52 H -5.18638 1.50882 -1.99002  0.00
53 H -5.01336 1.61299 -0.24369  0.00
54 H -5.36079 0.09537 -0.98872  0.00
55 H -3.24520 -0.35356 -2.09188  0.00
56 H -2.64888 2.65518 -1.80646  0.00
57 H -2.75625 1.55458 -3.24543  0.00
58 H -0.51422 1.59596 -3.94790  0.00
59 H 0.66910 2.36463 -2.91728  0.00
60 H -0.69124 3.20876 -3.13774  0.00
61 H -3.08514 0.82446 0.50846  0.00
62 H -3.17925 -0.60165 0.21861  0.00

Multiplicity ... 2
Charge ... -1
E_HOMO (spin up / spin down) ... -1.35 / -3.58 eV
Frontier orbital gap (spin up / spin down) ... 3.47 / 5.61 eV

(3)
A structure of composition C14H35Cl2N2PPbS in a non-equilibrium geometry, computed with the ωB97M-V functional and the def2-TZVPD basis.

Each line ends with the Löwdin charge.
Element x y z (Å)
1 Pb -0.29505 0.04965 -2.95180  0.22
2 Cl 1.40966 -1.53411 -2.09329  -0.35
3 Cl -2.32090 -0.43453 -1.56616  -0.45
4 H -0.39848 1.81210 -2.47699  -0.23
5 H 0.06745 1.11154 1.68851  -0.03
6 P 0.11930 0.07203 -5.77987  0.89
7 C 1.77570 -0.48713 -6.46109  -0.54
8 C -1.09437 -0.82019 -6.89184  -0.56
9 C 0.08581 1.84065 -6.37926  -0.55
10 C 2.39187 -1.59444 -5.59324  -0.14
11 H 2.40377 0.41944 -6.38085  0.10
12 C 1.74404 -0.93324 -7.92777  -0.13
13 H 1.15252 -1.84798 -8.05724  0.06
14 H 2.77228 -1.15281 -8.24971  0.08
15 H 1.33637 -0.17898 -8.60763  0.05
16 H 2.42050 -1.31206 -4.53374  -0.01
17 H 3.42023 -1.78632 -5.93590  0.08
18 H 1.82176 -2.53224 -5.67574  0.07
19 H 1.09030 2.20882 -6.10222  0.10
20 C -0.96372 2.69436 -5.65522  -0.14
21 C -0.05680 1.94947 -7.89780  -0.12
22 H 0.84362 1.62181 -8.42385  0.06
23 H -0.23138 2.99588 -8.17506  0.08
24 H -0.90156 1.36646 -8.27757  0.06
25 H -0.83850 2.66759 -4.56759  0.01
26 H -1.98572 2.37555 -5.89772  0.07
27 H -0.84752 3.73632 -5.98225  0.07
28 C -1.09150 -2.32475 -6.57075  -0.12
29 H -0.74726 -0.69247 -7.93233  0.08
30 C -2.50892 -0.22998 -6.78385  -0.12
31 H -0.14291 -2.81429 -6.82374  0.05
32 H -1.88569 -2.81139 -7.15528  0.08
33 H -1.29442 -2.52227 -5.50655  0.08
34 H -2.84806 -0.14769 -5.73896  0.09
35 H -3.20786 -0.90035 -7.30590  0.08
36 H -2.59090 0.76099 -7.24757  0.05
37 C 2.50718 -0.20563 3.52463  -0.08
38 N 1.28451 -0.12239 4.31349  -0.17
39 C 1.43850 -0.05470 5.76019  -0.03
40 C 0.11260 -0.11699 3.66624  -0.53
41 S 0.18920 -0.22805 1.90445  0.93
42 N -1.11384 0.06640 4.21238  -0.16
43 C -1.50078 0.07922 5.62584  -0.03
44 C -2.27522 0.11680 3.32081  -0.08
45 H 3.35896 -0.18315 4.19549  0.09
46 H 2.60143 0.63663 2.82451  0.09
47 H 2.53488 -1.13641 2.94276  0.09
48 H 1.10816 0.91354 6.16550  0.11
49 H 0.91893 -0.88938 6.24877  0.11
50 H 2.50241 -0.14789 5.98477  0.09
51 H -2.18547 0.92363 5.78175  0.11
52 H -2.05895 -0.83945 5.85904  0.11
53 H -0.66885 0.18775 6.31019  0.05
54 H -2.22008 0.95829 2.62600  0.09
55 H -2.38606 -0.80428 2.74277  0.10
56 H -3.15568 0.24641 3.95295  0.09

Energy relative to the best compared isomer or geometry (same formula, charge and spin) ... 0.0 kJ/mol
E_HOMO ... -4.23 eV
Frontier orbital gap ... 3.17 eV

(4)
A structure of composition C14H35N3O3STl, computed with the ωB97M-V functional and the def2-TZVPD basis.

Each line ends with the Löwdin charge.
Element x y z (Å)
1 Tl 0.49550 0.95174 -1.22500  0.91
2 C -1.39905 3.55155 0.16498  -0.19
3 C -0.08059 4.13347 -0.38753  -0.22
4 N 1.09781 3.35321 -0.00802  -0.14
5 C 1.35409 3.25706 1.43058  -0.18
6 C 1.80112 1.85586 1.84826  -0.18
7 N 0.96651 0.77652 1.31466  -0.13
8 C -0.30639 0.53272 1.99201  -0.19
9 C -1.35522 1.61149 1.71844  -0.19
10 N -1.38726 2.09331 0.32607  -0.13
11 H -2.18915 3.83421 -0.53198  0.12
12 H -1.65202 4.03261 1.11320  0.11
13 H -0.01248 5.18069 -0.06780  0.12
14 H -0.11613 4.13920 -1.47934  0.11
15 H 1.90701 3.72994 -0.48608  0.11
16 H 0.45333 3.54927 1.96577  0.10
17 H 2.12564 3.96418 1.75113  0.13
18 H 1.84785 1.82058 2.94485  0.13
19 H 2.81000 1.68027 1.47571  0.10
20 H 1.50857 -0.07837 1.32185  0.08
21 H -0.17870 0.45289 3.07998  0.13
22 H -0.67977 -0.42008 1.62152  0.10
23 H -1.18853 2.46464 2.37533  0.10
24 H -2.32706 1.20306 2.00735  0.12
25 H -2.16813 1.66391 -0.14843  0.08
26 C 4.46978 1.00631 -0.86594  -0.09
27 O 3.51141 0.09441 -0.36027  -0.27
28 C 3.78982 -1.23171 -0.76900  -0.20
29 C 2.77532 -2.16652 -0.15392  -0.19
30 O 1.45528 -1.97372 -0.64402  -0.28
31 C 1.26194 -2.57215 -1.91665  -0.11
32 H 5.47886 0.73961 -0.53807  0.10
33 H 4.22123 1.99385 -0.47959  0.08
34 H 4.44824 1.03577 -1.96011  0.10
35 H 4.79264 -1.52462 -0.43331  0.14
36 H 3.77839 -1.30045 -1.86353  0.13
37 H 2.73938 -1.99842 0.92429  0.13
38 H 3.08855 -3.20312 -0.32208  0.13
39 H 1.39175 -3.65746 -1.85455  0.10
40 H 1.94983 -2.17647 -2.66802  0.09
41 H 0.24831 -2.34439 -2.23973  0.06
42 C -4.65942 -1.28620 0.20353  -0.12
43 C -4.11347 -1.64995 -1.16592  -0.37
44 S -2.30710 -1.69118 -1.24793  0.92
45 O -1.82687 -0.48817 -0.47351  -0.65
46 C -1.96788 -3.10778 -0.18604  -0.38
47 C -2.23196 -4.42774 -0.89419  -0.12
48 H -5.72405 -1.07032 0.12475  0.08
49 H -4.15707 -0.40108 0.59248  0.06
50 H -4.53961 -2.09455 0.92334  0.07
51 H -4.40201 -0.91740 -1.92058  0.09
52 H -4.45571 -2.62533 -1.51649  0.09
53 H -2.54005 -2.99802 0.73539  0.09
54 H -0.91049 -2.97823 0.05502  0.08
55 H -3.27420 -4.52809 -1.19734  0.07
56 H -2.00907 -5.25642 -0.22355  0.08
57 H -1.60871 -4.53440 -1.78200  0.07

Charge ... +1
Energy relative to the best compared isomer or geometry (same formula, charge and spin) ... 0.0 kJ/mol
E_HOMO ... -11.14 eV
Frontier orbital gap ... 9.23 eV